{"formula": "C7H6N2O4V", "method": "ωB97M-V/def2-TZVPD", "elements": ["V", "O", "C", "C", "O", "C", "O", "C", "O", "H", "H", "N", "C", "C", "C", "N", "H", "H", "H", "H"], "positions_angstrom": [[0.00, 0.03, -0.97], [-0.01, 3.15, -1.41], [0.00, 1.99, -1.41], [0.00, -1.92, -1.28], [0.00, -3.07, -1.14], [1.94, 0.03, -1.39], [3.11, -0.01, -1.34], [-1.94, 0.02, -1.39], [-3.11, -0.02, -1.34], [0.00, 0.38, -3.96], [0.00, -0.37, -3.98], [-0.03, -1.13, 1.59], [-0.02, -0.76, 2.84], [0.02, 0.63, 2.92], [0.03, 1.15, 1.64], [0.00, 0.04, 0.87], [-0.05, -2.05, 1.15], [-0.03, -1.48, 3.59], [0.03, 1.24, 3.79], [0.05, 2.16, 1.23]], "de_lowest_kcal_mol": 10.57, "multiplicity": 3, "homo_ev": [-22.91, -23.11], "mol_weight_g_mol": 233.08, "total_charge": 3}

{"formula": "C7H6N2OS", "method": "ωB97M-V/def2-TZVPD", "elements": ["C", "C", "C", "C", "C", "C", "C", "N", "N", "O", "S", "H", "H", "H", "H", "H", "H"], "positions_angstrom": [[-2.39, 0.74, -1.70], [-1.03, 0.67, -1.32], [-3.03, -0.04, -0.80], [-0.98, -0.24, -0.27], [0.99, -1.07, 1.11], [0.15, -0.29, 0.49], [1.87, 0.96, 1.35], [2.14, -0.44, 1.61], [0.75, 1.40, 1.13], [-2.23, -0.63, 0.04], [3.36, -1.53, 0.82], [-2.89, 1.23, -2.47], [-0.19, 1.00, -1.80], [-4.04, -0.25, -0.65], [0.99, -2.11, 1.07], [2.79, 1.55, 1.64], [3.74, -0.94, -0.24]], "de_lowest_kcal_mol": 101.94, "homo_ev": -8.44, "mol_weight_g_mol": 166.21, "total_charge": 0}

{"formula": "C7H6N3O2", "method": "ωB97M-V/def2-TZVPD", "elements": ["C", "C", "C", "C", "C", "C", "C", "N", "N", "N", "O", "O", "H", "H", "H", "H", "H", "H"], "positions_angstrom": [[1.11, 1.09, -0.74], [1.32, 0.17, 0.32], [-0.06, 1.05, -1.54], [0.19, -0.43, 0.83], [-1.15, 0.51, -0.95], [-1.06, -0.24, 0.20], [-2.32, -0.66, 0.89], [-4.04, -2.37, 0.55], [-3.31, -1.45, 0.65], [-2.56, 0.55, 1.79], [-3.01, 1.55, 1.39], [-1.90, 0.39, 2.84], [2.01, 1.53, -1.16], [2.31, -0.11, 0.72], [-0.15, 1.61, -2.45], [0.32, -0.95, 1.83], [-2.06, 0.50, -1.47], [-1.82, -0.50, 2.98]], "de_lowest_kcal_mol": 67.69, "homo_ev": -13.64, "smiles": "N#[N+]/C(c1ccccc1)=[N+](\\[O-])O", "mol_weight_g_mol": 164.14, "total_charge": 1}

{"formula": "C7H6N4O3", "method": "ωB97M-V/def2-TZVPD", "elements": ["C", "C", "C", "C", "C", "C", "C", "N", "N", "N", "N", "O", "O", "O", "H", "H", "H", "H", "H", "H"], "positions_angstrom": [[-1.68, -1.56, -0.16], [-3.23, 0.23, -0.74], [-0.46, 0.44, -0.45], [1.96, -1.04, 0.17], [1.95, 0.24, -0.16], [0.70, -1.71, 0.21], [3.04, 1.22, 0.08], [-2.68, -0.83, -0.43], [-0.44, -0.94, -0.19], [0.77, 0.92, -0.52], [-3.84, 1.12, 0.15], [0.45, -2.88, 0.45], [-3.29, 2.17, 0.42], [-4.95, 0.73, 0.49], [-1.72, -2.71, 0.14], [2.76, -1.71, 0.65], [2.88, 2.23, -0.20], [4.00, 0.85, -0.13], [2.98, 1.42, 1.11], [0.79, 1.82, -0.88]], "de_lowest_kcal_mol": 76.61, "homo_ev": -8.59, "mol_weight_g_mol": 194.15, "total_charge": 0}

{"formula": "C7H6NNiO7", "method": "ωB97M-V/def2-TZVPD", "elements": ["O", "C", "Ni", "O", "C", "C", "O", "C", "O", "C", "O", "H", "N", "C", "C", "O", "O", "H", "H", "H", "H", "H"], "positions_angstrom": [[-1.74, -2.25, -1.33], [-0.85, -1.51, -1.36], [0.38, -0.08, -1.32], [2.19, -1.50, 0.48], [1.70, -1.10, -0.50], [1.30, 1.51, -1.38], [1.75, 2.56, -1.43], [-1.19, 1.20, -2.61], [-1.25, 2.21, -3.20], [0.97, -0.49, -2.85], [1.27, -0.74, -3.94], [-1.92, 0.36, -2.59], [-0.06, -1.00, 2.47], [0.26, 0.43, 2.42], [-0.95, 0.95, 1.64], [-1.82, 1.49, 2.34], [-1.03, 0.66, 0.42], [-0.97, -1.15, 2.90], [0.61, -1.57, 2.99], [-0.14, -1.38, 1.53], [0.32, 0.78, 3.45], [1.20, 0.60, 1.90]], "de_lowest_kcal_mol": 0.00, "multiplicity": 3, "homo_ev": [-11.58, -12.92], "mol_weight_g_mol": 274.82, "total_charge": 1}

{"formula": "C7H6NO2", "method": "ωB97M-V/def2-TZVPD", "elements": ["C", "C", "C", "C", "C", "C", "C", "N", "O", "O", "H", "H", "H", "H", "H", "H"], "positions_angstrom": [[-0.42, 0.56, 1.33], [0.68, 1.42, 1.20], [-0.68, -0.41, 0.36], [1.50, 1.36, 0.11], [0.09, -0.45, -0.78], [1.21, 0.45, -0.96], [-0.05, -1.42, -1.92], [1.03, -1.38, -2.80], [1.22, -1.52, -3.94], [1.89, 0.36, -2.00], [-1.08, 0.65, 2.18], [0.89, 2.13, 1.98], [-1.50, -1.10, 0.49], [2.33, 2.03, -0.04], [-0.11, -2.45, -1.52], [-0.99, -1.22, -2.46]], "de_lowest_kcal_mol": 72.38, "homo_ev": [-13.62, -14.47], "mol_weight_g_mol": 136.13, "total_charge": 1}

{"formula": "C7H6O4", "method": "ωB97M-V/def2-TZVPD", "elements": ["C", "C", "C", "C", "C", "C", "C", "H", "H", "H", "H", "H", "H", "O", "O", "O", "O"], "positions_angstrom": [[-1.81, -0.41, -0.09], [-1.42, 0.94, -0.13], [-0.06, 1.29, -0.05], [0.96, 0.26, -0.07], [2.42, 0.46, 0.06], [0.51, -1.03, 0.02], [-0.80, -1.39, -0.06], [-3.31, -1.58, 0.14], [-2.08, 1.76, -0.48], [-0.35, 3.14, 0.53], [2.82, 1.46, 0.30], [2.27, -1.79, -0.19], [-0.93, -2.52, 0.10], [-3.15, -0.60, -0.01], [0.33, 2.53, 0.03], [3.29, -0.43, -0.21], [1.30, -2.09, 0.11]], "de_lowest_kcal_mol": 29.36, "homo_ev": -8.70, "smiles": "O=Cc1c(O)cc(O)cc1O", "mol_weight_g_mol": 154.12, "total_charge": 0}

{"formula": "C7H6OS", "method": "ωB97M-V/def2-TZVPD", "elements": ["C", "C", "C", "C", "C", "C", "C", "O", "S", "H", "H", "H", "H", "H", "H"], "positions_angstrom": [[2.23, -1.09, -0.01], [1.76, 1.30, 0.03], [0.83, -0.88, -0.06], [0.58, 0.57, -0.02], [-1.75, 1.26, -0.33], [-2.98, 1.21, 0.10], [-0.03, -1.94, -0.12], [-0.53, 1.30, 0.06], [3.14, 0.33, 0.06], [2.72, -2.04, 0.00], [1.83, 2.37, 0.07], [-3.27, 0.99, 1.12], [-3.79, 1.39, -0.59], [0.35, -2.95, -0.12], [-1.09, -1.81, -0.19]], "de_lowest_kcal_mol": 103.26, "homo_ev": [-7.32, -7.47], "mol_weight_g_mol": 138.19, "total_charge": 0}

{"formula": "C7H6S", "method": "ωB97M-V/def2-TZVPD", "elements": ["C", "C", "C", "C", "C", "C", "C", "S", "H", "H", "H", "H", "H", "H"], "positions_angstrom": [[1.71, 1.14, -0.03], [1.88, -1.33, 0.11], [0.51, 0.50, 0.09], [0.63, -0.95, 0.27], [-0.75, 1.16, -0.04], [-1.95, 0.41, -0.12], [-1.96, -0.96, -0.28], [3.03, 0.06, -0.09], [1.77, 2.11, -0.39], [2.38, -2.37, 0.01], [-0.80, 2.11, 0.38], [-2.86, 0.85, 0.06], [-2.69, -1.45, 0.34], [-0.90, -1.29, -0.33]], "de_lowest_kcal_mol": 114.88, "homo_ev": [-7.55, -8.76], "mol_weight_g_mol": 122.19, "total_charge": 0}

{"formula": "C7H7BF4N4ReS", "method": "ωB97M-V/def2-TZVPD", "elements": ["Re", "N", "C", "S", "N", "N", "C", "C", "C", "C", "C", "C", "N", "H", "H", "H", "H", "H", "H", "H", "F", "B", "F", "F", "F"], "positions_angstrom": [[-0.75, -0.62, 0.47], [-4.16, 1.96, 0.34], [-2.94, 1.46, 0.31], [-2.78, -0.24, -0.30], [-1.90, 2.14, 0.67], [-0.76, 1.41, 0.48], [0.35, 2.01, 0.21], [1.44, 1.14, -0.24], [2.70, 1.56, -0.56], [3.61, 0.62, -1.06], [3.22, -0.70, -1.24], [1.92, -1.06, -0.90], [1.05, -0.17, -0.41], [-4.97, 1.43, 0.07], [-4.31, 2.91, 0.66], [0.41, 3.09, 0.22], [2.98, 2.59, -0.43], [4.62, 0.93, -1.32], [3.89, -1.44, -1.63], [1.56, -2.08, -1.02], [-0.23, -4.90, 1.12], [-1.12, -4.00, 0.89], [-0.77, -1.17, 2.20], [-2.36, -4.00, 1.26], [-0.69, -2.87, 0.19]], "multiplicity": 2, "homo_ev": [-16.36, -16.44], "mol_weight_g_mol": 452.24, "total_charge": 2}

{"formula": "C7H7BrOS", "method": "ωB97M-V/def2-TZVPD", "elements": ["C", "C", "C", "C", "C", "C", "C", "O", "S", "Br", "H", "H", "H", "H", "H", "H", "H"], "positions_angstrom": [[1.07, 1.81, 0.59], [0.75, 0.65, 1.45], [0.83, 1.87, -0.70], [0.07, -0.43, 1.03], [-0.21, -0.27, -0.89], [0.16, 0.89, -1.43], [-0.62, -1.54, 1.63], [0.11, -1.92, -2.81], [-0.67, -1.82, -1.61], [-2.80, -1.23, -2.44], [1.52, 2.72, 1.04], [1.01, 0.87, 2.51], [1.10, 2.84, -1.30], [0.13, 1.22, -2.45], [-0.96, -1.24, 2.60], [-0.09, -2.53, 1.77], [-1.41, -1.89, 0.98]], "de_lowest_kcal_mol": 42.86, "homo_ev": -9.18, "mol_weight_g_mol": 219.10, "total_charge": 0}

{"formula": "C7H7Cl", "method": "ωB97M-V/def2-TZVPD", "elements": ["C", "C", "C", "C", "C", "C", "C", "H", "H", "H", "H", "H", "H", "H", "Cl"], "positions_angstrom": [[0.20, 2.00, -2.18], [0.25, 0.86, -1.13], [0.79, 1.11, 0.05], [1.21, 0.09, 1.08], [0.39, -0.68, 1.76], [-0.07, -0.43, -1.60], [0.07, -1.70, -1.80], [0.85, 1.70, -2.96], [-0.79, 2.25, -2.68], [0.69, 2.97, -1.90], [1.26, 2.07, 0.33], [2.31, -0.04, 1.43], [0.82, -1.31, 2.58], [-0.26, -2.76, -1.94], [-1.29, -0.73, 1.65]], "de_lowest_kcal_mol": 86.36, "homo_ev": -8.84, "smiles": "C#C/C(C)=C\\C=C/Cl", "mol_weight_g_mol": 126.59, "total_charge": 0}

{"formula": "C7H7Cl21", "method": "ωB97M-V/def2-TZVPD", "elements": ["C", "Cl", "Cl", "Cl", "H", "C", "Cl", "Cl", "Cl", "H", "C", "Cl", "Cl", "Cl", "H", "C", "Cl", "Cl", "Cl", "H", "C", "Cl", "Cl", "Cl", "H", "C", "Cl", "Cl", "Cl", "H", "C", "Cl", "Cl", "Cl", "H"], "positions_angstrom": [[1.15, -0.05, -0.03], [2.14, 1.24, -0.78], [2.06, -1.00, 1.12], [0.48, -1.16, -1.24], [0.33, 0.46, 0.48], [7.57, 3.92, -0.04], [6.38, 4.75, 0.96], [8.08, 2.31, 0.52], [8.99, 4.93, -0.39], [7.08, 3.71, -0.99], [2.06, 0.44, 6.62], [3.08, 1.71, 5.83], [1.04, 1.05, 7.94], [3.05, -0.86, 7.30], [1.50, -0.10, 5.85], [-4.19, 4.84, -2.33], [-2.67, 5.65, -2.85], [-4.90, 5.56, -0.98], [-3.80, 3.10, -1.98], [-4.95, 4.89, -3.11], [-5.99, -0.26, 4.05], [-6.31, -1.80, 3.06], [-7.04, 1.10, 3.45], [-4.29, 0.12, 3.84], [-6.21, -0.44, 5.10], [-1.88, -1.25, -6.95], [-1.08, 0.29, -6.60], [-0.98, -2.25, -8.15], [-3.54, -1.10, -7.38], [-1.95, -1.85, -6.05], [0.89, -7.47, -1.25], [2.35, -6.91, -2.06], [1.31, -8.28, 0.26], [0.01, -8.67, -2.21], [0.22, -6.65, -1.02]], "de_lowest_kcal_mol": 33.65, "homo_ev": -11.09, "smiles": "ClC(Cl)Cl.ClC(Cl)Cl.ClC(Cl)Cl.ClC(Cl)Cl.ClC(Cl)Cl.ClC(Cl)Cl.ClC(Cl)Cl", "mol_weight_g_mol": 835.65, "total_charge": 0}

{"formula": "C7H7ClF3N2O", "method": "ωB97M-V/def2-TZVPD", "elements": ["C", "C", "C", "C", "C", "C", "C", "N", "N", "O", "F", "F", "F", "Cl", "H", "H", "H", "H", "H", "H", "H"], "positions_angstrom": [[-0.92, -1.63, 2.50], [-1.86, -2.18, 1.50], [-0.05, -0.54, 2.47], [-1.63, -2.11, 0.18], [0.69, 1.36, -1.19], [0.56, -0.53, 0.26], [1.13, 1.79, -2.65], [0.39, 2.21, -0.23], [0.74, 0.07, -1.01], [0.44, 0.21, 1.41], [0.98, 0.62, -3.43], [2.37, 2.06, -2.69], [0.50, 2.83, -3.16], [-1.98, -2.27, -1.41], [-1.32, -1.82, 3.46], [-2.76, -2.70, 1.83], [0.55, -0.21, 3.32], [0.58, -1.70, 0.39], [0.19, 3.19, -0.46], [0.22, 1.84, 0.72], [1.19, -0.49, -1.81]], "de_lowest_kcal_mol": 94.40, "homo_ev": [-11.54, -11.76], "mol_weight_g_mol": 227.59, "total_charge": 1}

{"formula": "C7H7ClN2", "method": "ωB97M-V/def2-TZVPD", "elements": ["C", "C", "C", "C", "C", "C", "C", "N", "N", "Cl", "H", "H", "H", "H", "H", "H", "H"], "positions_angstrom": [[2.44, -0.53, 0.13], [1.25, -1.19, -0.37], [2.27, 0.71, 0.79], [0.12, -0.57, -0.03], [0.12, 0.67, 0.53], [-1.35, -0.94, -0.47], [-2.20, 0.35, -0.35], [1.11, 1.38, 0.96], [-1.41, 1.13, 0.60], [-1.52, 2.82, 0.51], [3.37, -1.00, -0.10], [1.26, -2.07, -0.99], [3.13, 1.33, 1.20], [-1.22, -1.36, -1.44], [-1.75, -1.72, 0.09], [-2.50, 0.85, -1.24], [-3.10, 0.16, 0.19]], "de_lowest_kcal_mol": 55.92, "homo_ev": -8.49, "smiles": "ClN1CCc2cccnc21", "mol_weight_g_mol": 154.60, "total_charge": 0}

{"formula": "C7H7F", "method": "ωB97M-V/def2-TZVPD", "elements": ["C", "C", "C", "C", "C", "C", "C", "H", "H", "H", "H", "H", "H", "H", "F"], "positions_angstrom": [[1.57, -0.17, 0.30], [0.24, -0.92, 0.45], [-0.84, 0.18, 0.60], [-0.16, 1.39, -0.03], [1.15, 1.20, -0.20], [-2.13, -0.17, -0.01], [-3.19, -0.44, -0.51], [2.14, -0.08, 1.22], [0.05, -1.47, -0.49], [0.23, -1.63, 1.29], [-1.01, 0.39, 1.65], [-0.72, 2.32, -0.27], [1.86, 1.90, -0.59], [-4.12, -0.69, -0.96], [2.41, -0.80, -0.61]], "de_lowest_kcal_mol": 44.60, "homo_ev": -10.02, "smiles": "C#C[C@@H]1C=C[C@H](F)C1", "mol_weight_g_mol": 110.13, "total_charge": 0}

{"formula": "C7H7F3O2P2S", "method": "ωB97M-V/def2-TZVPD", "elements": ["C", "C", "C", "C", "C", "C", "C", "O", "O", "F", "F", "F", "P", "P", "S", "H", "H", "H", "H", "H", "H", "H"], "positions_angstrom": [[-1.59, -1.83, -0.55], [-1.06, -0.73, -1.29], [-1.10, -2.06, 0.76], [-0.02, 0.05, -0.82], [-0.27, -1.07, 1.35], [0.29, -0.05, 0.54], [3.07, -1.65, 0.03], [2.64, 0.87, -1.57], [4.34, 1.00, 0.15], [2.16, -2.11, -0.79], [2.85, -1.91, 1.32], [4.19, -2.32, -0.27], [1.32, 2.93, -0.18], [1.56, 1.14, 1.12], [3.03, 0.54, -0.23], [-2.32, -2.53, -0.81], [-1.43, -0.56, -2.32], [-1.55, -2.85, 1.23], [0.28, 0.70, -1.57], [0.07, -0.98, 2.31], [1.24, 3.95, 0.85], [2.74, 3.30, -0.03]], "de_lowest_kcal_mol": 17.86, "homo_ev": -9.62, "smiles": "O=S(=O)(P(#[PH2])c1ccccc1)C(F)(F)F", "mol_weight_g_mol": 274.14, "total_charge": 0}

{"formula": "C7H7FeN2O6", "method": "ωB97M-V/def2-TZVPD", "elements": ["O", "C", "Fe", "O", "C", "C", "O", "C", "O", "C", "O", "H", "C", "N", "C", "N", "O", "H", "H", "H", "H", "H", "H"], "positions_angstrom": [[3.65, -0.45, -6.68], [2.83, -0.03, -6.00], [1.98, 0.62, -1.10], [0.23, -1.52, -2.10], [0.59, -0.47, -1.72], [0.40, 1.99, 0.34], [0.29, 2.85, 1.14], [-0.80, 1.22, -0.26], [-1.72, 1.78, -0.78], [2.96, -0.60, -0.21], [3.21, -1.69, 0.16], [3.09, 0.28, -2.08], [-3.20, -0.40, 1.51], [-1.86, -0.43, 2.14], [-0.73, -0.26, 1.50], [0.46, -0.25, 2.09], [-0.84, -0.13, 0.14], [-3.11, -0.27, 0.43], [-3.75, 0.43, 1.95], [-3.70, -1.35, 1.73], [-1.80, -0.61, 3.13], [1.33, -0.30, 1.56], [0.50, -0.42, 3.09]], "de_lowest_kcal_mol": 0.00, "multiplicity": 6, "homo_ev": [-17.14, -17.54], "mol_weight_g_mol": 270.99, "total_charge": 2}

{"formula": "C7H7FeO5S", "method": "ωB97M-V/def2-TZVPD", "elements": ["O", "C", "Fe", "C", "O", "C", "O", "C", "O", "C", "O", "H", "C", "S", "C", "H", "H", "H", "H", "H", "H"], "positions_angstrom": [[3.31, -3.67, -4.56], [2.73, -3.40, -3.62], [1.07, -1.09, -0.46], [0.12, -1.48, 0.98], [-0.34, -1.86, 1.98], [1.67, 0.56, -0.35], [2.16, 1.60, -0.20], [-0.34, -0.97, -1.59], [-1.18, -0.83, -2.39], [2.49, -1.53, 0.59], [3.50, -1.73, 1.10], [1.92, -0.94, -1.75], [-2.97, 1.62, 0.20], [-1.22, 1.27, 0.37], [-0.82, 1.79, 2.06], [-3.26, 1.17, -0.75], [-3.14, 2.70, 0.17], [-3.52, 1.14, 1.03], [-1.62, 1.48, 2.74], [0.12, 1.31, 2.35], [-0.68, 2.88, 2.08]], "de_lowest_kcal_mol": 0.00, "multiplicity": 6, "homo_ev": [-15.40, -18.15], "mol_weight_g_mol": 259.04, "total_charge": 2}

{"formula": "C7H7I", "method": "ωB97M-V/def2-TZVPD", "elements": ["C", "C", "C", "C", "C", "C", "C", "I", "H", "H", "H", "H", "H", "H", "H"], "positions_angstrom": [[3.09, 3.23, -0.63], [2.91, 2.23, 0.01], [0.20, 0.19, 0.53], [1.33, 0.57, 0.65], [-1.19, -1.57, -0.47], [-1.16, -0.30, 0.39], [2.69, 1.02, 0.75], [4.05, -0.57, -0.03], [3.25, 4.11, -1.17], [-0.58, -2.35, -0.02], [-0.81, -1.37, -1.46], [-2.22, -1.94, -0.55], [-1.77, 0.48, -0.08], [-1.57, -0.51, 1.38], [3.00, 1.13, 1.79]], "de_lowest_kcal_mol": 4.59, "homo_ev": -9.34, "smiles": "C#C[C@H](I)C#CCC", "mol_weight_g_mol": 218.04, "total_charge": 0}

Number 1: E -44176.4826 eV. Number 2: E -23213.9867 eV. Number 3: E -15906.6361 eV. Number 4: E -19451.5732 eV. Number 5: E -64210.4218 eV. Number 6: E -12929.2508 eV. Number 7: E -15545.1907 eV. Number 8: E -20233.4720 eV. Number 9: E -18185.8083 eV. Number 10: E -37832.7926 eV. Number 11: E -90294.0803 eV. Number 12: E -19890.9010 eV. Number 13: E -270341.9346 eV. Number 14: E -33062.6449 eV. Number 15: E -22873.0981 eV. Number 16: E -10087.5680 eV. Number 17: E -49029.6244 eV. Number 18: E -57000.4058 eV. Number 19: E -62806.0365 eV. Number 20: E -15469.3640 eV.